Formula: C7H15NO
Source: OMol25
Level of theory: the ωB97M-V functional and the def2-TZVPD basis

Geometry as XYZ:
```
24
C7H15NO (the ωB97M-V functional and the def2-TZVPD basis)
C 0.565 -0.102 -0.649
C 0.661 -0.882 -1.964
C 1.904 -1.708 0.834
C 1.779 -0.331 0.245
C 2.533 0.695 0.636
O -0.553 -0.504 0.101
H -2.005 -0.231 -0.276
H 0.556 0.970 -0.926
H -0.148 -0.569 -2.626
H 0.565 -1.949 -1.762
H 1.606 -0.690 -2.477
H 0.970 -2.023 1.302
H 2.081 -2.443 0.044
H 2.665 -1.752 1.613
H 2.392 1.683 0.211
H 3.362 0.559 1.320
N -1.465 1.522 1.278
C -2.523 1.608 0.531
C -3.035 0.401 -0.076
H -0.832 0.546 0.999
H -0.998 2.347 1.628
H -2.955 2.590 0.334
H -3.482 -0.287 0.642
H -3.645 0.550 -0.962
```

Summary:
HOMO energy   -8.30 eV
Kohn-Sham gap   8.743 eV
Charge   0

Results of the Mulliken charge analysis, in e, for atoms 1 through 4:
1. C 0.351
2. C -1.666
3. C -1.297
4. C 0.906

Formula: C7H15NO
Source: OMol25
Level of theory: the ωB97M-V functional and the def2-TZVPD basis

Geometry as XYZ:
```
24
C7H15NO (the ωB97M-V functional and the def2-TZVPD basis)
C 0.710 -0.929 0.306
C 1.923 -0.867 1.235
C 0.295 -2.387 0.085
C 0.970 -0.226 -1.010
C -0.532 -0.213 1.070
C -1.270 -0.663 1.941
H 2.219 0.164 1.418
H 2.761 -1.387 0.770
H 1.704 -1.343 2.188
H 0.127 -2.889 1.035
H -0.620 -2.442 -0.501
H 1.083 -2.912 -0.456
H 2.032 -0.036 -1.160
H 0.593 -0.802 -1.853
H 0.475 0.747 -1.042
H -1.973 -0.806 2.717
C -2.084 1.865 -1.113
N -0.959 2.215 -0.288
O -0.080 2.967 -1.150
H 0.437 3.521 -0.553
H -0.664 1.103 0.323
H -2.679 2.757 -1.329
H -1.779 1.420 -2.069
H -2.689 1.144 -0.564
```

Summary:
HOMO energy (alpha / beta)   -7.87 / -7.87 eV
Kohn-Sham gap (alpha / beta)   7.944 / 7.942 eV
Charge   0

Results of the Mulliken charge analysis, in e, for atoms 1 through 4:
1. C 2.241
2. C -1.692
3. C -1.853
4. C -1.179

Formula: C7H15NO
Source: OMol25
Level of theory: the ωB97M-V functional and the def2-TZVPD basis

Geometry as XYZ:
```
24
C7H15NO (the ωB97M-V functional and the def2-TZVPD basis)
C 1.169 -0.112 0.448
C 0.172 -1.148 0.966
C 1.795 0.653 1.613
C 2.252 -0.792 -0.398
C -2.206 1.428 -0.077
N -0.326 0.500 -1.311
C -1.682 0.395 -1.027
C -2.452 -0.491 -1.659
O 0.567 0.998 -0.353
H 0.060 -0.205 -1.931
H 2.842 -1.455 0.225
H -0.619 -0.678 1.534
H 0.688 -1.850 1.618
H -0.263 -1.720 0.161
H 1.025 1.150 2.190
H 2.335 -0.028 2.261
H 2.477 1.402 1.232
H 2.908 -0.050 -0.858
H 1.801 -1.399 -1.190
H -1.654 1.412 0.852
H -3.253 1.265 0.129
H -2.076 2.416 -0.515
H -2.040 -1.197 -2.367
H -3.520 -0.493 -1.543
```

Summary:
HOMO energy   -7.91 eV
Kohn-Sham gap   8.735 eV
SMILES   C=C(C)NOC(C)(C)C
Charge   0

Results of the Mulliken charge analysis, in e, for atoms 1 through 4:
1. C 1.661
2. C -1.552
3. C -1.731
4. C -1.611

Formula: C7H15NO2
Source: OMol25
Level of theory: the ωB97M-V functional and the def2-TZVPD basis

Geometry as XYZ:
```
25
C7H15NO2 (the ωB97M-V functional and the def2-TZVPD basis)
C 0.223 0.067 -4.056
C -0.047 1.366 -3.305
C 0.327 1.335 -1.819
C 1.784 0.942 -1.542
C 2.812 1.798 -2.274
C -0.115 2.626 -1.061
N -1.018 1.863 -0.193
C -0.669 0.542 -0.957
O -1.416 -0.389 -1.161
H 1.296 -0.169 -4.092
H -0.293 -0.783 -3.586
H -0.132 0.148 -5.092
H 0.504 2.192 -3.778
H -1.113 1.624 -3.388
H 1.973 1.020 -0.459
H 1.921 -0.118 -1.804
H 2.780 1.635 -3.360
H 2.650 2.869 -2.085
H 3.825 1.549 -1.932
H 0.705 3.125 -0.525
H -0.655 3.325 -1.712
H -1.874 2.235 0.204
H -0.500 0.758 1.299
O -0.201 -0.333 1.268
H 0.758 -0.335 1.189
```

Summary:
HOMO energy   -9.38 eV
Kohn-Sham gap   10.072 eV
SMILES   CCC1(CC)CNC1=O.O
Charge   0

Results of the Mulliken charge analysis, in e, for atoms 1 through 4:
1. C -1.229
2. C -1.106
3. C 2.151
4. C -0.990

Formula: C7H15NO2
Source: OMol25
Level of theory: the ωB97M-V functional and the def2-TZVPD basis

Geometry as XYZ:
```
25
C7H15NO2 (the ωB97M-V functional and the def2-TZVPD basis)
C -2.974 0.807 0.092
C -1.856 -0.167 0.450
C -0.552 0.154 -0.259
N 0.174 1.333 0.248
C 1.367 0.535 0.603
O 2.252 0.757 1.402
C 0.700 -0.736 0.059
C 0.512 -1.821 1.111
C 1.395 -1.277 -1.188
H -2.704 1.842 0.350
H -3.191 0.775 -0.985
H -3.896 0.557 0.634
H -1.693 -0.164 1.538
H -2.151 -1.190 0.172
H -0.737 0.226 -1.343
H -0.210 2.185 0.641
H 0.055 -1.437 2.032
H -0.130 -2.621 0.715
H 1.487 -2.249 1.380
H 2.395 -1.656 -0.934
H 0.805 -2.101 -1.615
H 1.502 -0.505 -1.962
H 1.749 2.542 -0.740
O 2.798 2.393 -0.819
H 2.906 1.817 -1.583
```

Summary:
HOMO energy   -9.58 eV
Kohn-Sham gap   10.256 eV
SMILES   CC[C@H]1NC(=O)C1(C)C.O
Charge   0

Results of the Mulliken charge analysis, in e, for atoms 1 through 4:
1. C -1.327
2. C -0.453
3. C -0.552
4. N -0.123

Formula: C7H15NO2PS
Source: OMol25
Level of theory: the ωB97M-V functional and the def2-TZVPD basis

Geometry as XYZ:
```
27
C7H15NO2PS (the ωB97M-V functional and the def2-TZVPD basis)
C -0.740 -1.294 -0.741
C -1.984 -2.932 2.041
C 2.354 1.680 0.649
C 1.997 1.290 -1.893
C -0.134 1.654 -0.482
C -1.211 -1.649 2.141
C 1.408 1.159 -0.450
N -0.017 -2.148 -1.321
O -1.467 0.702 -2.729
O -2.600 0.645 -0.459
P -1.225 0.392 -1.304
S -2.079 -0.294 2.524
H -1.843 -3.525 2.918
H -3.020 -2.795 2.233
H -1.956 -3.504 1.125
H 1.897 2.489 1.172
H 3.326 2.049 0.219
H 2.593 0.890 1.269
H 2.801 0.443 -1.956
H 1.161 1.106 -2.651
H 2.332 2.306 -2.223
H -0.193 2.682 -0.837
H -0.527 1.577 0.416
H -0.071 -1.610 2.076
H 1.226 0.051 -0.179
H 0.425 -1.828 -2.143
H -2.453 0.465 0.585
```

Summary:
HOMO energy (alpha / beta)   -2.87 / -2.40 eV
Kohn-Sham gap (alpha / beta)   6.083 / 5.484 eV
Charge   -1

Results of the Mulliken charge analysis, in e, for atoms 1 through 4:
1. C -0.165
2. C -1.166
3. C -1.383
4. C -1.304